1.
The following is a quantum chemistry calculation of C45H48N5O4PPbS4SbTe as an isolated structure, from the Open Molecules 2025 dataset.

```
110
Properties=species:S:1:pos:R:3:forces:R:3
Pb -2.73391 -20.75593 2.93495 -0.4 0.2 0.2
S -2.51824 -19.77972 0.10391 -0.1 0.2 0.0
Sb -1.28008 -21.72741 -0.19790 0.4 -0.2 -0.3
S -2.66592 -23.05532 -3.45928 -0.1 -0.2 1.3
S -1.25003 -22.63715 2.06234 -0.1 -0.1 -0.6
S -3.09823 -23.13488 -1.29887 0.4 0.1 -1.2
N -1.84863 -15.55467 3.92620 1.1 -2.1 0.7
C -2.81133 -14.65557 3.62220 1.5 0.5 0.3
N -2.35315 -13.44651 3.54084 0.0 1.0 -0.5
C -0.99933 -13.53828 3.76079 1.4 -0.5 1.1
C 0.05608 -12.59499 3.85881 0.5 -0.9 0.1
C 1.34909 -13.04221 4.18694 -1.6 0.6 -0.5
C 1.63842 -14.36167 4.49500 0.0 -0.4 0.1
C 0.64046 -15.29325 4.48503 -2.0 -0.8 -1.4
C -0.67378 -14.88760 4.06347 1.7 1.4 0.3
H -1.80454 -16.56224 4.10714 -1.1 0.6 -0.4
H -3.80442 -14.88827 3.48782 -1.9 -0.7 -0.3
H -0.08424 -11.54479 3.69558 -0.2 0.3 -0.2
H 2.15072 -12.35034 4.15342 0.6 0.7 0.1
H 2.65151 -14.66407 4.73178 0.0 0.0 0.0
H 0.82202 -16.36282 4.54391 0.2 0.1 0.4
C 1.16900 -20.61119 5.66662 -0.4 -2.2 0.7
C 0.81783 -19.87183 4.42329 1.2 1.4 0.1
O -0.30212 -19.46241 4.25974 -1.1 0.0 -0.5
C 1.94103 -19.32664 3.54354 -1.0 -1.0 -0.1
C 1.59065 -18.64588 2.35125 1.2 -0.4 -0.6
C 2.61080 -18.25147 1.48553 1.7 -1.5 2.7
C 3.97990 -18.49465 1.82619 -2.1 0.1 0.1
C 4.26847 -19.16793 2.98677 1.5 -0.6 1.5
C 3.26510 -19.62281 3.85138 0.3 0.9 0.0
H 1.86288 -21.49166 5.54089 -0.6 1.0 -0.1
H 0.22995 -21.00078 6.15086 0.9 0.5 -0.6
H 1.65800 -19.91306 6.33920 0.1 0.2 0.2
H 0.58549 -18.54007 1.96319 -0.3 0.0 0.6
H 2.44473 -17.86180 0.54882 -0.8 1.1 -1.9
H 4.71463 -18.13103 1.15377 0.8 0.1 -0.4
H 5.31052 -19.37558 3.37500 -1.1 0.4 -1.0
H 3.60101 -20.06396 4.81051 -0.6 0.1 -0.8
C -6.55261 -18.74178 11.36982 -2.8 -2.7 0.7
C -6.79075 -19.54812 10.08858 1.5 -0.5 -0.8
C -8.04925 -19.61216 9.50374 -0.3 1.3 1.1
C -8.26962 -20.16280 8.25843 -0.5 -0.1 -0.3
C -7.21766 -20.75707 7.61127 -1.6 -0.8 -2.3
C -5.95850 -20.67559 8.11185 1.5 -1.1 -0.6
N -4.90850 -21.20935 7.30273 -0.3 -0.1 -0.5
C -4.44832 -22.51161 7.56626 0.6 0.8 -0.5
C -4.83978 -23.27018 8.63607 0.6 -0.2 -0.9
C -4.24385 -24.55285 8.70606 -2.4 0.7 2.2
C -3.28037 -25.02272 7.89835 2.2 -0.8 -1.1
C -2.78104 -24.19436 6.85599 -2.2 -0.5 0.7
C -3.48253 -23.00614 6.66549 1.5 0.0 -1.1
C -3.25331 -22.18886 5.39771 0.4 -1.0 1.8
O -2.09105 -21.98598 5.00617 0.4 0.1 -0.4
O -4.29859 -21.78043 4.85856 -0.4 0.5 -1.4
C -5.70503 -20.13629 9.35324 1.5 1.1 1.5
C -4.18505 -20.07299 9.86070 -2.1 0.6 0.2
H -7.54938 -18.37406 11.74978 1.0 -0.3 -0.4
H -5.95920 -17.92052 11.19485 1.6 1.8 -0.3
H -6.16704 -19.39954 12.17929 0.1 0.6 -0.5
H -8.80791 -19.05952 10.07682 -0.1 -0.4 -0.6
H -9.21007 -20.11997 7.71226 -0.1 0.0 0.6
H -7.40730 -21.30792 6.62644 0.5 1.0 1.4
H -5.00451 -21.12903 6.24741 -0.2 0.2 1.6
H -5.63234 -22.79919 9.21715 0.2 -0.9 0.5
H -4.69909 -25.18856 9.44827 0.3 -0.4 0.3
H -2.83260 -26.03966 8.04038 -0.6 1.0 -0.1
H -2.12855 -24.67132 6.13855 0.3 0.7 -0.2
H -4.15641 -20.46988 10.89000 0.1 0.0 -0.4
H -3.90607 -19.00321 9.94928 0.0 -0.5 -0.2
H -3.48684 -20.60146 9.20448 -0.4 0.2 0.2
C -5.19709 -18.29752 4.95845 -0.2 1.0 1.6
P -6.56252 -19.04716 3.94212 0.1 0.3 -0.2
C -7.87481 -17.82876 4.35293 -0.9 0.3 0.0
C -6.23045 -18.31766 2.25889 -1.4 -1.2 0.4
H -5.50769 -18.28937 6.06145 0.1 -0.2 -1.4
H -5.02408 -17.21071 4.72032 -0.1 -0.9 0.0
H -4.24353 -18.84232 4.97620 -0.3 0.0 -0.4
H -7.46749 -16.82776 4.42632 0.1 0.6 -1.0
H -8.20881 -17.87523 5.36704 -0.4 -0.9 0.9
H -8.81191 -17.89705 3.71997 1.3 0.2 0.5
H -5.69041 -17.40296 2.26310 0.0 1.2 0.1
H -7.22858 -18.31900 1.73984 1.0 0.4 0.4
H -5.61944 -18.99605 1.72341 0.7 -0.9 -0.7
Te -2.13386 -20.92154 -4.32838 -0.6 0.2 0.3
C -4.09545 -20.05016 -4.49972 0.0 -0.9 -0.7
C -5.03687 -20.51061 -5.43026 -0.3 -0.3 -1.1
C -6.26649 -19.80743 -5.51053 1.1 -1.5 -0.6
C -6.53056 -18.75290 -4.70750 -1.4 1.2 1.1
C -5.61568 -18.32246 -3.76236 -0.2 0.0 -0.7
C -4.42160 -18.99258 -3.66091 0.0 0.0 -0.8
H -4.84658 -21.37099 -6.17281 -0.1 1.5 1.5
H -7.02708 -20.06643 -6.21373 -0.2 -0.5 -0.5
H -7.54216 -18.29621 -4.74762 0.9 -0.1 -0.1
H -5.83053 -17.42514 -3.22137 0.0 0.2 0.6
H -3.67744 -18.67266 -3.00399 1.0 0.5 1.3
N -5.65065 -21.27870 -2.11553 -2.1 -0.5 -1.3
C -6.60277 -22.01920 -1.47615 0.4 0.6 -0.4
O -7.62986 -22.37651 -2.03090 -0.1 0.0 -0.3
C -6.39148 -22.35556 -0.04930 -0.4 0.0 1.0
C -7.27548 -23.25303 0.53096 1.3 -1.0 1.4
C -6.95209 -23.72811 1.84387 0.4 2.1 -0.3
C -5.91392 -23.08717 2.57955 0.0 -0.4 -1.8
N -5.14979 -22.10592 1.99636 -0.2 -0.9 1.6
C -5.38917 -21.77705 0.76273 -0.7 0.0 -2.0
H -5.78318 -21.24884 -3.13866 0.1 0.1 1.0
H -4.73302 -21.14362 -1.78796 1.1 0.0 0.6
H -8.09862 -23.71197 -0.01740 0.3 0.3 0.0
H -7.61738 -24.45121 2.27853 0.1 -0.3 0.4
H -5.56997 -23.41913 3.56290 -0.4 0.3 -0.3
H -4.75839 -21.01975 0.29379 0.1 -0.1 0.4
```
Positions in Å, forces in eV/Å.

The calculation puts the HOMO energy at -4.963 eV. Its largest force on an atom is 3.98 eV/Å. The value obtained for the molar mass is 1338.71 g mol⁻¹. The energy is -4953.7398 a.u. The frontier orbital gap comes out at 6.73 eV. The charge is -1. For the energy relative to the best compared isomer or geometry (same formula, charge and spin), the calculation gives 13.2 kcal/mol.


2.
The following is a quantum chemistry calculation of C45H50CaN5O4S2Sb2 as an isolated structure, from the Open Molecules 2025 dataset.

```
109
Properties=species:S:1:pos:R:3:forces:R:3
Ca 0.86573 1.03757 0.76230 0.9 -0.3 1.6
C -1.24635 -2.78684 -0.41755 -0.1 0.3 0.1
C -2.24946 -2.61052 0.72770 0.1 0.1 0.0
C -2.55933 -1.17911 1.19678 0.0 -0.1 -0.3
Sb -3.82494 0.15916 0.01722 0.1 -0.1 0.0
C -3.09179 -0.28514 -1.96122 0.1 0.0 -0.1
C -2.03263 0.48855 -2.45342 -0.1 0.0 -0.1
C -1.49907 0.24661 -3.71603 0.0 -0.1 0.1
C -2.02331 -0.76857 -4.50800 0.0 0.0 0.0
C -3.07871 -1.53880 -4.03255 0.0 0.0 0.0
C -3.60991 -1.30035 -2.76713 0.1 0.1 0.0
C -5.53824 -1.13495 -0.03436 -0.1 0.0 -0.1
C -5.73862 -2.19307 0.85191 -0.1 0.1 0.0
C -6.89832 -2.96049 0.79244 0.0 0.0 -0.1
C -7.87577 -2.67613 -0.15267 0.1 0.0 0.0
C -7.69944 -1.61266 -1.03010 0.0 0.0 0.0
C -6.54281 -0.84546 -0.96584 0.1 -0.1 0.1
Sb 0.64386 -1.81399 -0.12856 -0.1 -1.3 0.0
C 1.67993 -2.83553 -1.67834 0.1 0.1 -0.1
C 2.94068 -3.38387 -1.43618 -0.1 0.0 -0.2
C 3.64821 -3.99224 -2.46790 -0.1 0.0 0.0
C 3.10045 -4.05665 -3.74386 0.0 0.0 0.0
C 1.84371 -3.51419 -3.98781 0.0 0.0 0.0
C 1.13628 -2.89924 -2.96051 0.1 0.0 0.1
C 1.32986 -3.08197 1.46198 0.1 0.0 0.1
C 1.20789 -4.47083 1.36211 0.0 0.1 0.0
C 1.67187 -5.29840 2.37557 0.0 0.0 0.0
C 2.27480 -4.75153 3.50448 0.0 0.0 0.0
C 2.40531 -3.37444 3.62073 0.0 0.0 0.0
C 1.93225 -2.54781 2.60419 -0.1 -0.2 -0.1
H -1.63864 -2.42964 -1.36797 0.0 0.1 0.0
H -0.99929 -3.84133 -0.53548 0.0 0.0 0.0
H -1.87307 -3.18184 1.58350 0.0 0.0 0.1
H -3.18179 -3.09573 0.43116 0.0 0.0 0.0
H -1.63990 -0.61718 1.39912 0.0 0.0 0.0
H -3.09210 -1.21539 2.15174 0.1 0.0 0.0
H -1.61939 1.29058 -1.85033 -0.2 -0.3 -0.2
H -0.67918 0.85685 -4.08151 -0.1 0.0 0.0
H -1.61794 -0.95209 -5.49675 0.0 0.0 0.0
H -3.49167 -2.33097 -4.64922 0.0 0.1 0.1
H -4.42315 -1.92041 -2.41124 0.0 0.0 0.0
H -4.99865 -2.42750 1.60998 0.0 0.0 -0.1
H -7.03767 -3.78131 1.48679 0.0 0.0 0.0
H -8.77557 -3.27639 -0.20057 0.0 0.0 0.0
H -8.46623 -1.37646 -1.76054 0.1 0.0 0.1
H -6.42316 -0.01303 -1.65434 0.0 -0.1 0.0
H 3.37193 -3.35339 -0.44199 0.0 0.0 0.0
H 4.62235 -4.42516 -2.27169 0.0 0.0 0.0
H 3.64894 -4.53614 -4.54690 0.0 0.0 0.1
H 1.41169 -3.57038 -4.98100 0.0 0.0 0.1
H 0.15954 -2.47326 -3.16642 0.0 0.0 0.0
H 0.75602 -4.91285 0.48004 0.0 0.0 0.0
H 1.56871 -6.37466 2.28365 0.0 0.1 0.0
H 2.64372 -5.40172 4.29178 0.0 0.1 -0.1
H 2.87891 -2.94266 4.49814 -0.1 0.0 -0.1
H 2.04320 -1.47704 2.71280 0.0 0.1 0.0
C -0.33562 -0.42319 4.00995 0.0 0.2 -0.1
O -0.10505 0.68408 3.13090 0.0 0.2 0.0
C -0.21938 1.93839 3.82104 0.1 -0.3 -0.1
C -0.23802 3.03838 2.80759 0.2 0.0 -0.2
O 1.00978 3.01726 2.08754 -0.1 0.6 0.1
C 1.43178 4.32505 1.63136 -0.1 -0.3 0.1
H 0.48364 -0.52647 4.72303 0.1 0.0 0.0
H -0.40651 -1.32425 3.41174 0.0 -0.1 -0.1
H -1.27073 -0.27793 4.55287 0.0 0.0 0.0
H 0.61523 2.05543 4.51359 0.1 0.0 0.1
H -1.14950 1.96432 4.38831 -0.1 0.0 0.1
H -0.38524 3.99942 3.29473 0.1 0.1 0.1
H -1.05710 2.87409 2.11096 -0.1 0.1 -0.2
H 1.55424 4.98550 2.48851 0.0 0.0 0.1
H 0.71231 4.76003 0.94129 -0.1 0.0 0.0
H 2.38460 4.20377 1.12327 0.0 -0.1 0.0
O 0.44105 5.41257 -2.22147 0.1 -0.1 0.1
C -0.76326 5.30583 -1.64515 -0.1 0.0 0.1
C -1.62265 6.39854 -1.76213 -0.1 0.1 0.0
C -2.87095 6.37486 -1.17659 0.0 0.0 0.0
C -3.29897 5.25720 -0.45432 0.0 0.1 0.0
C -2.45261 4.17609 -0.33375 0.0 0.0 -0.1
C -1.18016 4.16949 -0.92405 0.0 0.0 0.2
C -0.35047 2.95728 -0.75269 0.2 0.0 0.0
O -0.81037 1.98460 -0.03928 -0.8 0.8 -0.7
N 0.84484 2.95306 -1.33217 -0.3 0.1 0.0
N 1.49325 1.70501 -1.33751 0.1 0.3 -0.5
C 2.60026 1.73207 -1.98305 -0.1 0.0 -0.2
S 3.23789 3.20732 -2.67628 0.0 -0.1 0.0
C 4.81243 2.45000 -3.15847 0.0 0.0 0.0
C 4.52524 1.03146 -3.60316 0.1 0.0 0.0
S 3.49456 0.26021 -2.32985 -0.1 0.1 0.2
H 0.90927 4.56772 -2.03779 0.1 -0.1 -0.1
H -1.27524 7.25725 -2.32611 0.0 -0.1 0.1
H -3.52316 7.23538 -1.27967 0.0 -0.1 0.0
H -4.28532 5.23536 -0.00343 0.1 0.0 0.0
H -2.77114 3.29060 0.19939 0.0 0.0 0.0
H 5.48430 2.46754 -2.30256 0.1 0.0 0.0
H 5.23512 3.05273 -3.96156 0.0 0.0 0.0
H 5.43249 0.43430 -3.69943 0.0 0.0 0.0
H 3.97823 1.01404 -4.54260 0.0 0.0 -0.1
N 5.30263 1.73738 4.45033 -0.1 -0.2 -0.1
C 4.86161 1.07964 3.34099 0.2 0.0 0.1
C 3.67173 1.44741 2.69241 -0.3 0.0 -0.2
N 3.23861 0.79868 1.61715 0.2 -0.1 0.2
C 3.98220 -0.22527 1.16684 0.0 0.2 0.1
C 5.14442 -0.58293 1.81817 0.2 0.0 0.2
N 5.58662 0.05400 2.89981 0.0 -0.1 -0.1
H 4.90869 2.62011 4.71226 0.0 0.1 0.0
H 6.21911 1.50913 4.79138 0.1 0.0 0.0
H 3.06503 2.27203 3.05843 0.1 -0.1 -0.1
H 3.65060 -0.75527 0.28689 -0.1 0.0 -0.1
H 5.73996 -1.41930 1.46425 0.0 0.1 0.0
```
Positions in Å, forces in eV/Å.

The calculation puts the HOMO energy at -10.045 eV. Its largest force on an atom is 1.86 eV/Å. The value obtained for the molar mass is 1072.66 g mol⁻¹. The energy is -4273.8656 a.u. The frontier orbital gap comes out at 7.64 eV. The charge is +1. For the energy relative to the best compared isomer or geometry (same formula, charge and spin), the calculation gives 16.2 kcal/mol.


The following lowest unoccupied orbital energy values (in eV) correspond, in order, to the records above: 1.77 -2.41.